ORCA calculation (ωB97M-V with the def2-TZVPD basis set) on a molecular structure, C32H40B3MnO39.

XYZ file:
```
115
Properties=species:S:1:pos:R:3:forces:R:3
C 5.5474 2.2220 3.1576 -1.1 0.4 0.4
O -2.1804 4.9938 1.5566 1.0 -1.8 -0.2
O 3.5827 -2.7969 -0.4122 -0.7 -0.9 -1.0
H 0.1347 -5.3880 3.2331 0.4 -0.1 -0.8
C -0.9434 0.4683 -2.7969 -0.5 -0.4 1.9
O -4.8341 -4.5657 -4.4122 3.3 0.2 1.9
H 0.8759 -4.7844 4.5888 0.4 0.5 0.2
O -0.3442 -2.2925 -0.1262 -1.3 -2.1 -1.1
C -4.1012 2.2303 -3.2705 0.2 -1.5 -0.3
O -0.8183 6.1270 -0.1603 -0.3 -0.3 -0.1
C 2.7472 -3.4464 -1.4456 0.5 0.6 -0.6
O -5.1385 0.6350 1.6357 -0.4 -2.2 -1.2
C 0.8932 -3.3625 2.9509 0.7 0.0 -0.1
H 1.8937 0.3667 -3.2397 -0.3 0.3 0.1
H 5.2414 -2.1659 2.7073 -0.9 0.3 0.1
H 4.8062 1.9444 -2.3521 0.7 0.9 -0.1
H 1.6132 2.8690 5.4396 0.9 0.4 -0.3
C 4.2254 2.1332 2.4059 1.7 -1.8 -2.2
O -0.2661 -5.2261 0.4236 -0.2 1.1 -0.9
C -0.9089 -3.1778 -0.7749 1.5 2.4 0.1
H 5.4815 1.5754 4.0327 0.2 0.1 0.1
H -3.5354 -0.3431 4.1018 0.2 0.2 -0.2
H 5.1550 2.9283 -0.8194 -0.6 0.3 -0.4
O -5.5822 -3.6943 0.4676 -0.4 -3.6 -1.8
C -1.3519 7.0726 -0.9432 -0.2 1.2 -0.2
B -2.0231 -4.3318 -2.3814 0.6 -0.5 -1.0
H 3.3945 -4.0882 -2.0433 0.4 0.1 0.5
O -6.0196 -1.2794 0.7181 0.4 -0.7 -0.5
O -1.9630 -1.5075 3.5992 -1.0 -2.0 0.0
O -1.3946 3.7752 -0.3084 0.7 -1.7 0.4
H 6.5318 -0.4827 1.5000 0.1 0.0 0.1
C -2.3414 -4.6846 -4.5939 -1.5 -0.5 -6.7
H -3.6711 0.1489 -2.4066 -0.8 0.3 0.1
O -6.1966 -2.5553 -1.3770 -0.9 -0.9 -1.4
H -5.1052 2.4078 -2.8850 0.2 0.0 0.3
H 1.1865 -3.1835 1.9164 -0.4 -0.6 -0.3
H 1.1640 -1.2189 -3.2804 -0.8 0.2 0.5
B -1.8441 5.0982 0.0963 -1.4 1.2 0.1
O -0.4554 -2.9698 3.1733 -1.0 -0.2 0.3
O -3.5514 7.2981 -2.0170 2.1 -1.6 2.0
O 1.8338 0.6282 2.0829 0.6 2.9 2.8
O -3.4634 -4.4552 -2.6016 -0.3 0.6 1.5
C -0.8037 -4.6650 -0.5085 0.0 -1.8 1.6
O -2.6404 -0.2658 0.3930 -3.4 -2.3 0.0
H 1.6293 -0.5301 -4.7203 -0.8 0.8 -0.6
C -6.5864 -3.8019 -1.6303 0.6 3.9 -2.5
H 5.0667 -3.1456 1.2736 0.1 0.0 0.0
O -7.1528 -4.1997 -2.6041 0.2 -0.1 1.2
O -1.5536 -3.0190 -1.9113 -0.2 0.4 0.6
H 6.3884 -1.4531 0.0467 0.5 -0.2 -0.1
C 5.1497 -2.1162 1.6223 0.5 -1.5 0.0
C -3.7073 -4.5472 -3.8738 -3.7 -0.5 -3.3
C 1.0030 3.0147 4.5482 -0.3 1.1 2.9
H 1.5905 -2.7325 3.5032 -0.3 0.4 0.4
O -0.4160 -0.9917 2.1129 -0.2 -0.3 0.7
C -1.7833 3.7719 1.9921 -1.4 0.0 2.6
O -6.2144 -5.8283 -0.4514 1.3 3.6 0.4
H 1.9323 -4.0753 -1.0872 0.1 0.5 0.6
H 0.9950 4.3348 -0.6963 0.1 -0.3 -0.1
H 1.9702 -5.2014 3.2719 -0.2 -0.3 -0.2
B -5.4296 -2.3532 -0.1219 -0.3 0.9 0.6
O -1.9310 3.3252 3.1484 0.9 1.3 -3.8
H -3.5748 3.1664 -3.4569 0.2 -0.1 0.7
H 0.0718 2.8327 -2.3772 0.3 -0.4 -0.3
C -0.9456 -1.7955 2.8588 1.4 1.0 0.6
C 0.6334 3.6926 -2.7423 -1.6 -0.7 0.1
O 1.0429 1.8490 3.8104 -1.6 -1.5 -1.3
O -1.4636 -5.2844 -1.4667 -0.1 -0.3 0.7
C 1.9344 1.5242 2.9528 2.8 -0.5 -1.8
O 1.5062 1.3910 -0.6143 1.2 2.4 -1.7
H -3.0597 1.5454 -1.4566 0.0 -0.2 0.1
O -0.1418 0.3938 -3.8891 0.7 -0.7 0.6
C -3.7292 -0.8678 0.3446 2.0 2.7 0.5
H -4.2243 1.8135 -4.2701 -0.2 -0.1 -0.1
C 1.5200 4.1795 -1.6389 -0.7 0.6 -0.8
O -0.7746 1.8312 0.7970 -1.2 3.5 -0.3
H 4.2181 1.1551 1.9250 -0.4 -0.4 0.3
H 5.6735 3.2624 3.4570 0.5 -0.1 0.2
Mn 0.3404 -0.0960 0.5287 -0.7 0.8 -1.3
O 3.1007 2.3097 3.1912 -2.6 -0.9 0.1
C -2.7853 6.6524 -1.2837 -2.4 2.1 -2.7
O 2.0446 -1.1899 0.1485 3.0 -1.9 -0.5
H 1.1083 3.4948 -3.7033 0.4 -0.1 0.3
C 2.4780 2.0182 -1.0302 0.8 0.2 1.5
H 5.8259 1.3989 -1.0572 -0.8 -1.0 0.5
H -2.3932 0.4459 2.8819 -0.5 -0.5 -0.4
O 3.6763 1.4179 -0.8619 -0.3 -0.9 0.9
C 6.4212 -1.5039 1.1350 -0.3 0.5 -0.5
H -0.1889 4.3718 -2.9676 0.2 0.5 0.2
C 4.9177 1.9636 -1.2680 0.1 0.8 -1.4
C -1.2343 2.9963 0.7370 0.6 -2.4 0.9
O -1.4718 -4.6365 -3.7170 3.3 0.6 3.2
O -2.0937 1.0186 -3.1829 2.6 -0.1 -1.8
O -3.0626 5.5046 -0.7323 1.3 -1.0 1.3
C 3.1376 -1.7669 0.2791 -1.6 0.3 0.2
O 2.6530 3.2952 -1.4818 -0.4 -1.7 0.6
C 1.1685 -0.2471 -3.7739 0.1 -0.4 0.7
C -6.0097 -4.6283 -0.4726 -0.1 -2.5 4.1
H 4.2642 2.7453 1.5048 -0.4 0.9 0.3
H 0.0428 3.0477 5.0631 -0.5 0.0 -0.9
H 6.3699 1.8663 2.5370 -0.1 0.2 -0.1
O -2.0925 -4.8156 -5.8155 -1.5 0.3 3.4
C 0.9943 -4.7756 3.5053 -0.4 0.1 0.2
C -2.5153 -0.2162 3.7391 0.9 1.4 0.3
O 3.9880 -1.4157 1.2186 -0.7 1.4 0.6
H 2.4109 -2.6896 -2.1542 -0.3 0.1 0.4
H 1.8432 5.1632 -1.9796 1.0 -0.2 0.5
O -0.8628 8.1096 -1.2979 0.2 -1.0 0.4
H -1.8508 0.2438 4.4705 -0.5 0.3 0.5
O -0.7032 0.1084 -1.6334 0.1 0.5 -2.6
C -3.2813 1.1657 -2.4540 -0.5 1.3 0.4
O -4.0398 -1.9378 -0.3284 0.3 -1.7 -0.9
H 7.2249 -2.1227 1.5340 0.2 0.1 -0.4
H 1.1695 3.9707 4.0518 0.3 -0.5 -0.3
C -5.0628 -0.3985 0.9897 0.8 2.6 1.6
```
Forces are in eV/Å.

Computed properties:
HOMO-LUMO gap (alpha / beta): 7.47 / 3.30 eV
Multiplicity: 7
DFT total energy: -5403.8696 hartree
⟨S²⟩: 12.0103

ORCA calculation (ωB97M-V with the def2-TZVPD basis set) on a molecular structure, C15H31BrP2Pb.

XYZ file:
```
50
Properties=species:S:1:pos:R:3:forces:R:3
H 1.9885 2.8966 1.9777 -0.1 0.0 -0.4
C 0.4923 6.9076 1.5385 -0.4 0.0 0.2
H -0.3524 2.7331 0.9880 0.3 0.0 0.1
Br 1.9672 -1.1159 3.7471 0.2 0.3 0.2
H 2.2780 1.9997 -3.2320 -0.2 0.6 0.7
C 3.4933 5.2294 1.1168 0.9 0.7 0.3
H 6.3303 3.6293 2.0307 -0.2 -0.2 0.2
H -0.9753 4.4017 3.4291 0.3 0.1 0.0
H -0.1239 5.8362 4.0561 0.0 -0.3 0.0
C 0.0154 4.8654 3.5471 -0.3 0.6 1.0
C 0.5216 4.3433 -0.1239 0.4 -1.2 -2.9
H -1.7259 -0.1734 2.9295 0.1 0.1 -0.1
H 4.2741 5.9900 1.2451 -0.1 0.0 -0.1
H -1.0721 0.7956 1.5910 -0.4 0.2 -0.2
H 2.9321 5.4683 0.2011 0.3 -0.2 0.2
H -0.5650 7.0411 1.2349 0.5 0.1 0.1
H 2.7633 4.4602 -2.6991 0.0 -0.4 -0.2
H 1.1097 4.1718 -3.2189 -0.1 0.3 0.6
H 0.3413 2.1580 -0.4963 -0.2 0.3 0.0
C 5.3549 3.1333 2.1140 0.4 0.3 0.4
H 0.6921 7.5085 2.4522 -0.1 -0.2 -0.7
H -0.4613 -0.8263 1.8620 0.3 0.3 0.5
Pb 0.6169 1.1799 3.7716 -0.1 -1.1 -0.4
H 1.1394 7.2312 0.6905 -0.4 -0.3 0.7
H 6.3496 4.4848 -0.2782 -0.3 0.0 -0.2
H -0.4759 4.7679 -0.2169 0.0 0.5 1.0
C 3.0346 2.0616 -1.2628 1.6 -0.7 0.0
H 3.8097 1.6093 0.5909 -0.5 -0.2 -0.2
C 5.3804 4.1133 -0.6547 0.7 0.1 0.1
P 0.7824 5.1224 1.9172 1.1 0.9 0.3
H 2.8146 4.5192 3.1012 0.1 -0.1 -0.2
H 1.6582 1.3204 1.2900 0.2 0.2 -0.5
H 1.5945 5.8337 -1.2815 -0.9 0.0 -0.1
H 4.8910 4.8933 -1.2653 0.1 -0.5 0.3
H 1.0346 1.9735 -1.9638 0.2 0.4 -0.8
H 4.8923 3.3922 3.0753 0.1 -0.1 -0.2
C 0.5094 2.8628 0.3167 0.1 0.0 -0.2
H 3.8398 1.4226 -1.6379 -0.3 0.1 0.1
C 1.8108 4.0137 -2.3702 1.1 -1.7 -0.4
C 3.1733 2.4076 0.1292 -1.7 -2.5 0.9
H 0.6239 4.2187 4.2028 -0.2 0.3 -0.4
C -0.8204 0.0810 2.3646 -0.2 0.1 0.1
C 1.4034 4.7598 -1.1463 -1.2 0.3 0.8
H 5.5476 3.2246 -1.2864 -0.2 0.3 0.2
C 2.0057 2.4417 -2.2376 -0.4 1.0 -0.5
C 1.8122 2.3809 1.0000 0.7 -0.3 0.2
H 5.4909 2.0482 2.0756 0.0 0.1 -0.1
C 2.5792 5.2644 2.3336 -0.3 0.5 0.7
P 4.3353 3.6823 0.7508 -0.8 1.6 -1.3
H 2.7358 6.2391 2.8203 -0.2 -0.2 0.1
```
Forces are in eV/Å.

Computed properties:
HOMO-LUMO gap: 4.01 eV
DFT total energy: -4039.4382 hartree
Relative energy (zero: lowest compared OMol25 entry of this formula, charge and spin): 316.1 kJ/mol

ORCA calculation (ωB97M-V with the def2-TZVPD basis set) on C2H2S2 in the gas phase.

XYZ file:
```
6
Properties=species:S:1:pos:R:3:forces:R:3
H -0.2801 1.5803 0.0661 -0.9 -1.6 -0.1
C 0.4489 -0.4002 0.0110 6.0 -3.3 -0.2
H 0.4925 -1.5312 0.0223 -1.7 1.4 0.0
C -0.6120 0.4802 0.0108 -2.1 2.0 0.1
S 2.0941 -0.0184 -0.0545 -2.0 0.5 0.1
S -2.1433 -0.1107 -0.0556 0.8 0.8 0.0
```
Forces are in eV/Å.

Computed properties:
HOMO-LUMO gap (alpha / beta): 6.83 / 6.83 eV
DFT total energy: -873.7021 hartree
Relative energy (zero: lowest compared OMol25 entry of this formula, charge and spin): 93.5 kJ/mol

ORCA calculation (ωB97M-V with the def2-TZVPD basis set) on 2 unconnected molecules or ions with the total composition C5H9N.

XYZ file:
```
15
Properties=species:S:1:pos:R:3:forces:R:3
H 1.6046 -1.9350 -1.8717 -0.1 0.0 -0.1
H 1.7701 -1.2070 -0.2248 -0.7 0.7 -2.3
C 1.4198 -1.0013 -1.3447 -0.6 0.1 1.9
H -1.6283 0.6298 -0.5468 -2.3 0.3 0.1
H -0.5386 -1.5800 -1.0084 -1.4 -1.8 1.0
H 2.0478 -0.2334 -1.8147 -0.2 0.0 0.3
H -0.4897 0.8548 3.6907 1.2 0.5 0.3
C -0.1398 -0.6872 -1.3381 1.9 2.0 -1.1
H -0.4852 1.8964 0.8564 -1.2 2.6 1.9
C -0.6136 0.4741 -0.4724 2.8 -0.7 -0.4
C -1.2857 0.6083 3.0695 -1.8 -0.8 0.1
H 1.1473 1.2115 0.3732 1.1 0.2 0.3
C 0.1021 1.3097 0.2894 -0.1 -3.1 -2.4
N -2.2996 0.2158 2.6990 0.4 0.3 -0.3
H -0.6112 -0.5565 -2.3567 0.9 0.0 0.7
```
Forces are in eV/Å.

Computed properties:
HOMO-LUMO gap: 10.56 eV
DFT total energy: -250.5821 hartree
Relative energy (zero: lowest compared OMol25 entry of this formula, charge and spin): 222.7 kJ/mol